{"formula": "C5H6N2O3", "method": "wB97M-V/def2-TZVPD", "e_lumo_ev": [-2.43, -1.27], "gap_ev": [5.893, 8.762], "multiplicity": 1, "relative_energy_kcal_mol": 174.9, "symbols": ["C", "C", "C", "C", "C", "N", "N", "O", "O", "O", "H", "H", "H", "H", "H", "H"], "positions_angstrom": [[-1.7127, -0.1866, 0.2589], [-2.8355, -1.0895, 0.2326], [0.9838, 1.0351, -0.7287], [0.2271, 1.3149, 0.6032], [1.0608, -0.4071, -0.9696], [-1.0381, 0.6875, 0.8087], [1.6694, -1.0578, 0.0513], [1.7272, -2.3087, -0.0494], [-3.9160, -0.9562, -0.3263], [2.2890, -0.4353, 0.9189], [-2.6265, -1.9336, 0.8016], [0.6760, 1.6731, -1.6463], [1.9202, 1.4442, -0.4825], [0.8675, 1.0040, 1.4935], [-0.0251, 2.3381, 0.7527], [0.7329, -1.1221, -1.7187]]}

{"formula": "C4H10CoO3", "method": "wB97M-V/def2-TZVPD", "e_lumo_ev": [-0.11, -0.20], "gap_ev": [7.125, 7.764], "multiplicity": 4, "symbols": ["C", "O", "C", "C", "O", "H", "H", "H", "H", "H", "H", "Co", "O", "H", "C", "H", "H", "H"], "positions_angstrom": [[-0.3006, 1.3509, 1.0919], [0.9747, 1.7334, 0.4962], [2.0429, 0.8447, 0.7079], [2.0950, -0.3414, -0.2589], [1.0617, -1.2707, -0.1484], [-1.0429, 1.9822, 0.5713], [-0.2975, 1.7288, 2.1385], [2.0438, 0.4833, 1.7562], [2.9719, 1.4243, 0.5763], [3.0823, -0.8263, -0.1028], [2.1122, 0.0877, -1.2839], [-0.4267, -0.6971, 0.7927], [-1.9931, -1.4000, -0.0061], [-2.3878, -2.2683, 0.1103], [-2.3779, -0.8207, -1.3429], [-2.1426, -1.2375, -2.3298], [-3.4672, -0.9614, -1.3630], [-1.9483, 0.1882, -1.4055]]}

{"formula": "C4H11NO2", "method": "wB97M-V/def2-TZVPD", "e_lumo_ev": -2.16, "gap_ev": 6.153, "multiplicity": 1, "relative_energy_kcal_mol": 166.7, "symbols": ["C", "C", "C", "C", "O", "N", "H", "H", "H", "H", "H", "H", "H", "H", "H", "H", "H", "O"], "positions_angstrom": [[1.2245, -0.7680, 0.0726], [-0.1216, -0.2543, -0.1683], [-0.3234, 0.1446, -1.6310], [-1.6437, 0.8852, -1.8212], [-2.5015, 0.5637, -2.5769], [-0.5561, 0.6865, 0.8177], [1.7813, -1.1962, -0.7534], [1.4623, -1.1625, 1.0509], [1.7537, 0.4701, 0.2201], [-0.7118, -1.1727, 0.0682], [-0.3229, -0.7017, -2.3225], [0.4877, 0.8207, -1.9096], [-1.6998, 1.7528, -1.1370], [2.0501, 1.1776, 0.3371], [0.2957, 1.1472, 1.1390], [-0.1006, -0.8562, 3.5990], [-0.5442, -0.3604, 2.2190], [-0.5296, -1.1764, 2.7963]]}

Values of calculated total energy, in order: -14397.328, -48075.762, -9905.012, all in eV.